# 1
{
  "formula": "C3H9NO2",
  "method": "ωB97M-V with the def2-TZVPD basis set",
  "homo_ev": -9.550,
  "e_lumo_ha": 0.03303,
  "de_lowest_kcal_mol": 54.2,
  "largest_force_ev_per_a": 6.5,
  "gap_ev": 10.449,
  "spin_multiplicity": 1,
  "symbols": ["C", "C", "O", "O", "H", "H", "H", "H", "C", "N", "H", "H", "H", "H", "H"],
  "positions_angstrom": [[-1.190, -0.197, 1.280], [-0.729, 1.163, 1.163], [-0.647, 1.981, 0.214], [-0.456, 1.630, 2.374], [-0.713, -0.848, 0.333], [-2.186, -0.559, 1.677], [-0.474, -0.725, 1.953], [-0.321, 2.576, 2.272], [0.692, -0.304, -1.964], [1.231, -1.094, -0.815], [0.062, 0.482, -1.481], [-0.054, -0.934, -2.650], [1.568, 0.048, -2.440], [2.290, -1.225, -0.874], [0.928, -1.993, -1.044]],
  "forces_ev_per_angstrom": [[2.110, -5.707, -2.158], [-0.620, 4.359, -1.808], [-0.302, -2.993, 1.704], [0.237, 0.034, 1.264], [-2.195, 1.901, 1.870], [0.906, 1.249, -0.979], [-0.456, 0.786, 0.298], [0.251, 0.417, -0.052], [-2.147, -0.764, 0.864], [1.851, 0.199, -0.276], [0.668, -0.172, -0.970], [1.973, 1.240, 1.264], [0.188, 0.900, -1.291], [-1.901, 0.664, -0.014], [-0.562, -2.112, 0.285]]
}



# 2
{
  "formula": "C2H3N3O3",
  "method": "ωB97M-V with the def2-TZVPD basis set",
  "homo_ev": -9.160,
  "e_lumo_ha": -0.10072,
  "de_lowest_kcal_mol": 175.9,
  "largest_force_ev_per_a": 6.2,
  "gap_ev": 6.420,
  "spin_multiplicity": 1,
  "symbols": ["C", "C", "H", "H", "H", "N", "N", "N", "O", "O", "O"],
  "positions_angstrom": [[1.221, -0.407, -0.265], [0.146, 0.381, -0.327], [2.939, 1.017, 1.485], [-2.765, -0.766, -0.399], [-1.072, 1.788, 0.003], [0.742, -1.626, -0.031], [-0.581, -1.702, -0.007], [-0.925, -0.410, -0.179], [2.556, -0.034, -0.203], [-2.152, 0.012, 0.039], [-0.110, 1.746, -0.117]],
  "forces_ev_per_angstrom": [[4.301, 0.581, 1.083], [-3.887, 4.787, 0.955], [-0.728, -1.644, -2.485], [1.975, 2.852, 1.511], [0.130, 0.334, -0.039], [-0.481, -3.335, -0.120], [2.440, 1.491, -0.091], [1.894, -1.470, -0.414], [-2.492, 0.431, 1.845], [-4.033, -2.097, -1.390], [0.881, -1.931, -0.854]]
}



# 3
{
  "formula": "C3H8N4",
  "method": "ωB97M-V with the def2-TZVPD basis set",
  "homo_ev": -8.015,
  "e_lumo_ha": 0.02631,
  "de_lowest_kcal_mol": 176.5,
  "largest_force_ev_per_a": 8.9,
  "gap_ev": 8.731,
  "spin_multiplicity": 1,
  "symbols": ["C", "C", "C", "H", "H", "H", "H", "H", "H", "H", "H", "N", "N", "N", "N"],
  "positions_angstrom": [[0.980, -0.540, 1.772], [0.559, 0.954, -0.240], [-1.905, -0.208, -0.056], [0.793, 0.266, 2.611], [1.970, -0.120, 1.438], [0.922, -1.616, 1.923], [0.680, 1.905, 0.451], [1.108, 0.054, -2.889], [-0.291, -0.903, -1.779], [-1.568, 0.916, -0.405], [-2.831, -0.956, -0.360], [0.059, -0.136, 0.573], [0.577, 1.036, -1.519], [-0.019, 0.071, -2.217], [-1.035, -0.723, 0.697]],
  "forces_ev_per_angstrom": [[0.460, 4.742, -1.589], [-1.508, 1.975, 2.207], [-3.745, 0.546, -2.015], [-0.273, -2.350, -0.847], [-0.426, -1.340, 0.309], [-0.057, 0.435, 0.367], [0.681, -1.790, -1.882], [-4.928, -1.288, 1.409], [1.253, 2.340, -0.337], [-1.900, -2.875, -0.054], [2.079, 2.857, 0.938], [8.278, 0.439, 3.255], [-0.313, 1.497, 3.834], [4.232, -2.962, -4.273], [-3.832, -2.226, -1.321]]
}



# 4
{
  "formula": "C9H11O3",
  "method": "ωB97M-V with the def2-TZVPD basis set",
  "homo_ev": -3.191,
  "e_lumo_ha": 0.10143,
  "de_lowest_kcal_mol": 80.3,
  "total_charge": -1,
  "largest_force_ev_per_a": 6.6,
  "gap_ev": 5.951,
  "spin_multiplicity": 1,
  "symbols": ["C", "C", "C", "C", "C", "C", "C", "O", "H", "H", "H", "H", "H", "H", "H", "H", "C", "C", "O", "O", "H", "H", "H"],
  "positions_angstrom": [[1.862, 1.336, -1.434], [0.512, 1.908, 2.134], [-0.727, 2.501, 1.757], [1.323, 1.454, 1.181], [0.849, 1.363, -0.250], [-1.287, 2.273, 0.477], [-0.424, 1.749, -0.481], [-1.261, 3.203, 2.817], [0.981, 2.067, 3.044], [2.393, 1.165, 1.442], [-2.286, 2.409, 0.048], [-2.095, 3.590, 2.636], [1.844, 0.457, -2.061], [2.895, 1.205, -1.081], [-0.867, 1.954, -1.445], [1.791, 2.291, -2.043], [-0.738, -4.938, -1.497], [-0.740, -3.842, -0.320], [-1.494, -3.935, 0.581], [0.012, -2.915, -0.465], [-0.985, -4.485, -2.404], [-1.726, -5.238, -1.174], [0.169, -5.572, -1.462]],
  "forces_ev_per_angstrom": [[0.238, 0.258, 0.732], [-1.351, 1.348, -1.730], [-0.850, -0.938, 0.205], [1.486, -1.821, -4.293], [2.836, 0.833, 1.446], [0.685, 0.060, 1.896], [-0.689, 0.641, -0.328], [0.737, -0.514, 0.138], [0.039, 0.370, 2.050], [-1.575, 0.276, -0.540], [0.134, 0.721, 1.137], [-1.228, 0.392, -0.597], [-0.948, -0.193, -0.439], [-0.181, 0.666, 0.366], [0.573, -0.863, -0.694], [0.075, -1.244, 0.674], [-0.873, 0.393, 2.809], [2.136, -0.577, -3.650], [-4.544, -2.077, 4.303], [3.653, 3.359, -1.385], [0.618, 0.978, -1.780], [0.015, -2.149, -0.192], [-0.986, 0.081, -0.131]]
}